# C24H52O12S4

A 6-piece molecular cluster, C24H52O12S4 overall at a distorted geometry (ωB97M-V/def2-TZVPD, the Open Molecules 2025 dataset).

Last columns: bonded neighbours and bond lengths (Å).
Positions of all 92 atoms, in Å:
1 C -0.3650 -2.7743 2.8431  C2 1.499, H8 1.088, H9 1.090, H10 1.091
2 C -0.9112 -3.3178 1.5573  C1 1.499, O3 1.454, H11 1.095, H12 1.091
3 O -1.5736 -4.5839 1.8238  C2 1.454, S4 1.575
4 S -2.9396 -4.8479 1.0854  O3 1.575, C5 1.739, O6 1.423, O7 1.427
5 C -3.2736 -6.4183 1.7524  S4 1.739, H13 1.092, H14 1.085, H15 1.083
6 O -3.9146 -3.9248 1.5562  S4 1.423
7 O -2.6933 -4.9592 -0.3158  S4 1.427
8 H 0.1208 -1.8123 2.6898  C1 1.088
9 H 0.3406 -3.4584 3.3139  C1 1.090
10 H -1.1856 -2.5983 3.5404  C1 1.091
11 H -1.6488 -2.6343 1.1234  C2 1.095
12 H -0.1835 -3.4740 0.7590  C2 1.091
13 H -4.2692 -6.6464 1.3658  C5 1.092
14 H -3.3434 -6.2990 2.8285  C5 1.085
15 H -2.5947 -7.1628 1.3540  C5 1.083
16 C 2.0378 5.0599 1.6116  C17 1.499, H23 1.092, H24 1.089, H25 1.091
17 C 2.4484 4.0666 0.5666  C16 1.499, O18 1.450, H26 1.097, H27 1.090
18 O 3.7590 4.4035 0.0453  C17 1.450, S19 1.584
19 S 4.9905 3.6560 0.7045  O18 1.584, C20 1.765, O21 1.423, O22 1.426
20 C 6.2340 4.2793 -0.3812  S19 1.765, H28 1.082, H29 1.088, H30 1.090
21 O 5.1935 4.1716 2.0151  S19 1.423
22 O 4.8472 2.2495 0.5152  S19 1.426
23 H 2.0355 6.0705 1.1979  C16 1.092
24 H 2.7484 4.9854 2.4332  C16 1.089
25 H 1.0419 4.9493 2.0425  C16 1.091
26 H 2.5490 3.0587 0.9888  C17 1.097
27 H 1.7650 3.8711 -0.2594  C17 1.090
28 H 6.1627 3.7840 -1.3411  C20 1.082
29 H 7.1705 4.1853 0.1644  C20 1.088
30 H 6.0599 5.3515 -0.4658  C20 1.090
31 C -4.3201 6.8682 2.6119  C32 1.511, H38 1.093, H39 1.087, H40 1.092
32 C -4.3042 5.4470 3.1239  C31 1.511, O33 1.440, H41 1.091, H42 1.093
33 O -3.8746 4.5174 2.1111  C32 1.440, S34 1.595
34 S -2.3849 3.9765 2.2925  O33 1.595, C35 1.760, O36 1.430, O37 1.423
35 C -2.2480 3.3591 0.6498  S34 1.760, H43 1.090, H44 1.085, H45 1.085
36 O -1.4773 5.0638 2.4913  S34 1.430
37 O -2.4179 2.8848 3.2052  S34 1.423
38 H -5.1230 7.0304 1.8884  C31 1.093
39 H -3.3706 7.1344 2.1534  C31 1.087
40 H -4.6044 7.5382 3.4263  C31 1.092
41 H -3.7590 5.3731 4.0662  C32 1.091
42 H -5.3249 5.1602 3.3878  C32 1.093
43 H -3.1033 2.6935 0.5341  C35 1.090
44 H -1.3541 2.7545 0.5328  C35 1.085
45 H -2.3038 4.1794 -0.0581  C35 1.085
46 C -5.1069 -0.5974 -0.1299  C47 1.517, H53 1.085, H54 1.093, H55 1.090
47 C -5.1458 -1.2954 -1.4765  C46 1.517, O48 1.440, H56 1.094, H57 1.089
48 O -3.8798 -1.0290 -2.1094  C47 1.440, S49 1.589
49 S -3.5969 -1.7187 -3.5125  O48 1.589, C50 1.756, O51 1.423, O52 1.419
50 C -2.7757 -3.1872 -3.0098  S49 1.756, H58 1.085, H59 1.088, H60 1.090
51 O -4.8400 -2.0761 -4.1048  S49 1.423
52 O -2.6597 -0.8916 -4.1844  S49 1.419
53 H -5.9385 -0.8732 0.5110  C46 1.085
54 H -5.1186 0.4774 -0.3307  C46 1.093
55 H -4.1547 -0.7913 0.3635  C46 1.090
56 H -5.3142 -2.3700 -1.3567  C47 1.094
57 H -5.9604 -0.9452 -2.1084  C47 1.089
58 H -3.3545 -3.8102 -2.3360  C50 1.085
59 H -1.8408 -2.9083 -2.5278  C50 1.088
60 H -2.5734 -3.7102 -3.9446  C50 1.090
61 C 6.1177 -2.7210 -1.0464  C62 1.390, C66 1.389, H67 1.084
62 C 5.4317 -1.6366 -0.5122  C61 1.390, C63 1.391, H68 1.082
63 C 4.4260 -1.8715 0.4194  C62 1.391, C64 1.382, H69 1.084
64 C 4.1221 -3.1594 0.8168  C63 1.382, C65 1.397, H70 1.084
65 C 4.8667 -4.2364 0.3310  C64 1.397, C66 1.387, H71 1.082
66 C 5.8639 -4.0137 -0.6074  C61 1.389, C65 1.387, H72 1.083
67 H 6.7594 -2.5529 -1.9033  C61 1.084
68 H 5.6213 -0.6522 -0.9179  C62 1.082
69 H 3.9215 -1.0203 0.8613  C63 1.084
70 H 3.4040 -3.3129 1.6136  C64 1.084
71 H 4.6331 -5.2357 0.6753  C65 1.082
72 H 6.3103 -4.8615 -1.1117  C66 1.083
73 C 1.0600 0.2507 0.4969  C74 1.519, H79 1.097, H80 1.096, H81 1.090
74 C 0.3799 0.6647 -0.7964  C73 1.519, C75 1.549, H82 1.092, H83 1.090
75 C -0.2911 -0.5496 -1.4843  C74 1.549, C76 1.532, H84 1.089, H85 1.093
76 C 0.7648 -1.4368 -2.1514  C75 1.532, C77 1.541, H86 1.099, H87 1.097
77 C 1.1131 -1.0093 -3.5908  C76 1.541, C78 1.520, H88 1.093, H89 1.096
78 C 2.4597 -1.5487 -4.0440  C77 1.520, H90 1.087, H91 1.090, H92 1.097
79 H 1.3955 -0.7932 0.4589  C73 1.097
80 H 0.3796 0.2006 1.3550  C73 1.096
81 H 1.9041 0.8525 0.8338  C73 1.090
82 H -0.4519 1.3196 -0.5303  C74 1.092
83 H 1.0416 1.1109 -1.5385  C74 1.090
84 H -0.9636 -0.1806 -2.2577  C75 1.089
85 H -0.7511 -1.1326 -0.6821  C75 1.093
86 H 1.7173 -1.4178 -1.6037  C76 1.099
87 H 0.4964 -2.5002 -2.1600  C76 1.097
88 H 0.2783 -1.2836 -4.2411  C77 1.093
89 H 1.1467 0.0861 -3.5794  C77 1.096
90 H 2.5833 -2.6023 -3.8068  C78 1.087
91 H 2.6597 -1.2597 -5.0760  C78 1.090
92 H 3.2207 -0.9805 -3.4949  C78 1.097

Structure (SMILES): CCOS(C)(=O)=O.CCOS(C)(=O)=O.CCOS(C)(=O)=O.CCOS(C)(=O)=O.c1ccccc1.CCCCCC
Calculated total energy: -93640.36848 eV
F_max: 0.0319 hartree/bohr

=====

# C24H53B2ClN3O44S10

A 11-piece molecular cluster, C24H53B2ClN3O44S10 overall at a distorted geometry (ωB97M-V/def2-TZVPD, the Open Molecules 2025 dataset).

Last columns: bonded neighbours and bond lengths (Å).
Positions of all 137 atoms, in Å:
1 N -5.1314 0.0367 -2.0567  C2 1.522, H15 1.035, H16 1.047
2 C -4.0220 0.8312 -2.7299  N1 1.522, C3 1.644, H17 1.171, H18 1.154
3 C -3.2282 1.8032 -1.6672  C2 1.644, C4 1.619, H19 1.153, H20 1.170
4 C -2.1597 0.8618 -0.8979  C3 1.619, O5 1.445, C12 1.632, H21 1.155
5 O -0.9934 0.6770 -1.7311  C4 1.445, B6 1.498
6 B 0.0829 0.1423 -0.8362  O5 1.498, O7 1.497, B8 1.679, O11 1.491
7 O 1.3818 0.4647 -1.5076  B6 1.497, H22 0.986
8 B 0.0271 -1.5355 -0.8448  B6 1.679, N9 1.514, O10 1.478
9 N -1.2993 -2.2600 -0.7543  B8 1.514, H23 1.034, H24 1.034
10 O 1.2626 -2.3376 -0.9666  B8 1.478, H25 0.998
11 O -0.2154 0.8440 0.4450  B6 1.491, C12 1.442
12 C -1.5790 1.2985 0.5637  C4 1.632, O11 1.442, N13 1.474, Cl14 1.896
13 N -1.8624 2.6541 1.0690  C12 1.474, H26 1.050, H27 1.049
14 Cl -2.3909 0.0400 1.7267  C12 1.896
15 H -5.1363 0.3653 -1.0753  N1 1.035
16 H -4.7893 -0.9507 -1.9951  N1 1.047
17 H -3.2501 0.0272 -3.0888  C2 1.171
18 H -4.3725 1.3909 -3.6760  C2 1.154
19 H -3.9222 2.2631 -0.8697  C3 1.153
20 H -2.6167 2.6195 -2.2405  C3 1.170
21 H -2.7894 -0.0716 -0.6394  C4 1.155
22 H 1.3372 0.1943 -2.4549  O7 0.986
23 H -1.5997 -2.6718 -1.6545  N9 1.034
24 H -1.3365 -2.9343 0.0286  N9 1.034
25 H 1.3115 -2.7659 -1.8664  O10 0.998
26 H -1.2121 2.7837 1.8827  N13 1.050
27 H -2.8209 2.6984 1.4937  N13 1.049
28 C 1.2144 3.2368 -5.0880  C29 1.521, O34 1.425, H35 1.094, H36 1.092
29 C 0.9044 4.5942 -4.4758  C28 1.521, O30 1.419, H37 1.091, H38 1.095
30 O 1.0783 4.4389 -3.0756  C29 1.419, S31 1.639
31 S 2.2532 3.3264 -2.8136  O30 1.639, O32 1.443, O33 1.456, O34 1.636
32 O 3.4860 4.0382 -2.5747  S31 1.443
33 O 1.7570 2.2847 -1.9250  S31 1.456
34 O 2.3094 2.7248 -4.3335  C28 1.425, S31 1.636
35 H 0.3729 2.5458 -4.9815  C28 1.094
36 H 1.4825 3.3189 -6.1434  C28 1.092
37 H -0.1098 4.9330 -4.6940  C29 1.091
38 H 1.6236 5.3437 -4.8234  C29 1.095
39 C 1.1019 -1.0002 -7.5367  C40 1.523, O45 1.428, H46 1.093, H47 1.092
40 C 0.0231 -1.9813 -7.0990  C39 1.523, O41 1.426, H48 1.091, H49 1.095
41 O -0.0292 -1.8673 -5.6783  C40 1.426, S42 1.626
42 S 0.3311 -0.3389 -5.2560  O41 1.626, O43 1.435, O44 1.437, O45 1.626
43 O -0.8988 0.3706 -5.0484  S42 1.435
44 O 1.3918 -0.3824 -4.2876  S42 1.437
45 O 0.9527 0.1341 -6.6821  C39 1.428, S42 1.626
46 H 2.1002 -1.4164 -7.3783  C39 1.093
47 H 0.9933 -0.7067 -8.5826  C39 1.092
48 H 0.2484 -3.0074 -7.3949  C40 1.091
49 H -0.9554 -1.6948 -7.4972  C40 1.095
50 C -7.2841 -1.8846 3.1934  C51 1.523, O56 1.427, H57 1.094, H58 1.092
51 C -6.0820 -1.5737 4.0751  C50 1.523, O52 1.426, H59 1.091, H60 1.095
52 O -5.1653 -0.8880 3.2250  C51 1.426, S53 1.626
53 S -6.0015 -0.0262 2.1290  O52 1.626, O54 1.436, O55 1.432, O56 1.626
54 O -6.0953 1.3276 2.5984  S53 1.436
55 O -5.5230 -0.3672 0.8231  S53 1.432
56 O -7.4445 -0.7418 2.3545  C50 1.427, S53 1.626
57 H -7.0911 -2.7517 2.5547  C50 1.094
58 H -8.1899 -2.0589 3.7772  C50 1.092
59 H -5.6246 -2.4741 4.4879  C51 1.091
60 H -6.3558 -0.8980 4.8916  C51 1.095
61 C 0.4662 4.2121 4.4420  C62 1.522, O67 1.428, H68 1.094, H69 1.091
62 C 0.9210 5.6647 4.4314  C61 1.522, O63 1.427, H70 1.091, H71 1.095
63 O -0.2643 6.4266 4.6581  C62 1.427, S64 1.626
64 S -1.2667 5.5745 5.6131  O63 1.626, O65 1.437, O66 1.434, O67 1.625
65 O -1.0924 6.0271 6.9653  S64 1.437
66 O -2.5489 5.5028 4.9748  S64 1.434
67 O -0.5303 4.1341 5.4622  C61 1.428, S64 1.625
68 H 0.0020 3.9374 3.4905  C61 1.094
69 H 1.2863 3.5247 4.6571  C61 1.091
70 H 1.3865 5.9479 3.4864  C62 1.091
71 H 1.6149 5.8669 5.2534  C62 1.095
72 C 2.3484 -5.5682 -4.4052  C73 1.522, O78 1.427, H79 1.094, H80 1.092
73 C 3.6649 -5.9460 -5.0697  C72 1.522, O74 1.428, H81 1.091, H82 1.094
74 O 3.3971 -5.9093 -6.4715  C73 1.428, S75 1.625
75 S 2.2821 -4.7642 -6.7666  O74 1.625, O76 1.436, O77 1.435, O78 1.624
76 O 2.9637 -3.5704 -7.1823  S75 1.436
77 O 1.2130 -5.3551 -7.5200  S75 1.435
78 O 1.7824 -4.5548 -5.2361  C72 1.427, S75 1.624
79 H 1.6584 -6.4169 -4.3851  C72 1.094
80 H 2.4911 -5.1931 -3.3901  C72 1.092
81 H 4.0137 -6.9351 -4.7697  C73 1.091
82 H 4.4420 -5.2061 -4.8548  C73 1.094
83 C -0.6667 -0.3406 5.4058  C84 1.522, O89 1.428, H90 1.094, H91 1.091
84 C -0.4000 -1.3114 4.2639  C83 1.522, O85 1.430, H92 1.091, H93 1.094
85 O 0.4863 -2.2928 4.8083  C84 1.430, S86 1.623
86 S 0.1536 -2.4848 6.3852  O85 1.623, O87 1.438, O88 1.436, O89 1.625
87 O -0.7012 -3.6324 6.5293  S86 1.438
88 O 1.3709 -2.3220 7.1301  S86 1.436
89 O -0.7545 -1.1508 6.5790  C83 1.428, S86 1.625
90 H 0.1672 0.3560 5.5346  C83 1.094
91 H -1.5903 0.2227 5.2611  C83 1.091
92 H 0.0507 -0.8224 3.3989  C84 1.091
93 H -1.3188 -1.8195 3.9560  C84 1.094
94 C 2.4152 -6.9802 5.1330  C95 1.523, O100 1.426, H101 1.094, H102 1.092
95 C 3.4573 -6.4047 4.1835  C94 1.523, O96 1.426, H103 1.091, H104 1.095
96 O 2.7072 -5.7654 3.1526  C95 1.426, S97 1.629
97 S 1.3243 -5.1838 3.7866  O96 1.629, O98 1.437, O99 1.434, O100 1.626
98 O 1.5128 -3.7903 4.0842  S97 1.437
99 O 0.2262 -5.6725 3.0036  S97 1.434
100 O 1.3714 -6.0099 5.1861  C94 1.426, S97 1.626
101 H 1.9952 -7.9109 4.7400  C94 1.094
102 H 2.8205 -7.1582 6.1309  C94 1.092
103 H 4.1094 -7.1732 3.7658  C95 1.091
104 H 4.0657 -5.6427 4.6807  C95 1.095
105 C 5.5801 6.1382 -7.2288  C106 1.522, O111 1.427, H112 1.094, H113 1.091
106 C 4.5447 6.9523 -6.4655  C105 1.522, O107 1.428, H114 1.091, H115 1.094
107 O 3.5304 7.2546 -7.4235  C106 1.428, S108 1.626
108 S 3.4285 6.0321 -8.4902  O107 1.626, O109 1.438, O110 1.435, O111 1.625
109 O 2.3510 5.1710 -8.0851  S108 1.438
110 O 3.5383 6.5742 -9.8140  S108 1.435
111 O 4.8302 5.3029 -8.1105  C105 1.427, S108 1.625
112 H 6.2217 6.7844 -7.8353  C105 1.094
113 H 6.1995 5.5325 -6.5649  C105 1.091
114 H 4.9628 7.8680 -6.0450  C106 1.091
115 H 4.0888 6.3604 -5.6658  C106 1.094
116 C 0.6738 -7.4330 9.9655  C117 1.522, O122 1.428, H123 1.094, H124 1.091
117 C 1.8858 -6.5819 9.6137  C116 1.522, O118 1.427, H125 1.091, H126 1.094
118 O 2.9832 -7.2022 10.2833  C117 1.427, S119 1.625
119 S 2.7232 -8.8052 10.3511  O118 1.625, O120 1.436, O121 1.434, O122 1.625
120 O 3.4391 -9.4229 9.2699  S119 1.436
121 O 2.8547 -9.2286 11.7153  S119 1.434
122 O 1.1450 -8.7811 9.9650  C116 1.428, S119 1.625
123 H 0.3065 -7.2008 10.9695  C116 1.094
124 H -0.1378 -7.3124 9.2458  C116 1.091
125 H 1.7739 -5.5458 9.9358  C117 1.091
126 H 2.0876 -6.6085 8.5386  C117 1.094
127 C -3.0296 7.3409 -1.7785  C128 1.524, O133 1.426, H134 1.094, H135 1.092
128 C -1.7253 7.9875 -2.2288  C127 1.524, O129 1.426, H136 1.091, H137 1.095
129 O -0.7039 7.3140 -1.4963  C128 1.426, S130 1.630
130 S -1.1614 5.7703 -1.2438  O129 1.630, O131 1.442, O132 1.427, O133 1.628
131 O -0.5408 4.9527 -2.2560  S130 1.442
132 O -1.0596 5.5005 0.1536  S130 1.427
133 O -2.7336 5.9540 -1.6267  C127 1.426, S130 1.628
134 H -3.3475 7.7300 -0.8064  C127 1.094
135 H -3.8320 7.4815 -2.5053  C127 1.092
136 H -1.7008 9.0594 -2.0265  C128 1.091
137 H -1.5468 7.8145 -3.2949  C128 1.095

Calculated total energy: -242524.84826 eV
Total charge: -1
F_max: 0.1283 hartree/bohr